Molecular formula: C4H21N3O5
Method: DFT, ωB97M-V with the def2-TZVPD basis set

Element x y z (Å)
1 C -1.553 -0.591 0.990
2 C -1.041 -0.844 -0.445
3 C -0.774 0.473 -1.222
4 N -3.145 0.153 -2.695
5 C -2.906 1.305 -1.911
6 N -1.872 1.416 -1.210
7 N -0.357 -0.294 1.796
8 H -2.091 -1.414 1.449
9 H -2.252 0.245 0.919
10 H -0.099 -1.391 -0.435
11 H -1.699 -1.506 -1.010
12 H -0.539 0.345 -2.293
13 H 0.125 1.008 -0.864
14 H -3.903 0.159 -3.353
15 H -2.973 -0.772 -2.331
16 H -3.720 2.045 -2.030
17 H -0.367 -0.492 2.785
18 H -0.116 0.679 1.674
19 H 0.648 2.579 0.427
20 H -0.862 2.798 0.416
21 O -0.101 2.806 1.016
22 H 3.162 -0.543 0.212
23 H 4.586 -0.020 0.623
24 O 3.850 0.113 0.021
25 H 1.649 -3.188 1.470
26 H 1.474 -4.332 2.499
27 O 1.334 -4.136 1.568
28 H 2.675 1.329 -0.259
29 H 2.215 2.274 -1.380
30 O 1.921 1.904 -0.542
31 H 2.387 -1.812 2.436
32 H 1.318 -1.155 1.506
33 O 2.177 -1.634 1.512

Values from the calculation:
SMILES: N/C=N\CCCN.O.O.O.O.O
E_tot: -705.46180 hartree
HOMO energy: -9.10 eV
HOMO-LUMO gap: 9.55 eV
E_LUMO: 0.44 eV
largest force on an atom: 2.3 eV Å⁻¹

Here are the Mulliken charges for atoms 1 to 6, given in e:
1 C -0.658
2 C -0.520
3 C -0.279
4 N -0.376
5 C -0.054
6 N -0.343

---

Molecular formula: C9H18N2O4
Method: DFT, ωB97M-V with the def2-TZVPD basis set

Element x y z (Å)
1 C -1.708 -0.164 -0.510
2 C -1.134 0.870 0.610
3 C -3.176 -0.176 -0.619
4 C -3.886 -1.128 0.408
5 C 1.186 0.114 -0.115
6 C 1.598 -1.399 0.282
7 C 2.467 0.937 0.105
8 C 3.669 0.034 -0.666
9 C 2.396 2.348 -0.304
10 H -1.287 -2.078 0.556
11 H -0.588 -2.061 -1.099
12 H -1.303 0.055 -1.560
13 H -3.416 -0.802 -1.448
14 H -3.538 1.298 0.137
15 H -3.035 -1.933 0.779
16 H -4.265 -0.248 1.429
17 H -4.961 -1.689 -0.222
18 H 0.637 1.555 1.488
19 H 0.764 0.173 -1.150
20 H 2.721 0.821 1.085
21 H 3.209 -0.486 -1.704
22 H 4.618 0.679 -0.764
23 H 3.818 -0.943 -0.155
24 H 1.886 2.574 -1.408
25 H 1.618 2.901 0.366
26 H 3.304 2.860 -0.018
27 H 1.514 -2.298 2.062
28 N -0.962 -1.458 -0.133
29 N 0.257 0.742 0.858
30 O -1.957 1.421 1.325
31 O -3.859 1.082 -0.733
32 O 1.842 -2.316 -0.507
33 O 1.570 -1.285 1.625

Values from the calculation:
E_tot: -763.99274 hartree
HOMO energy: -9.30 eV
HOMO-LUMO gap: 9.55 eV
E_LUMO: 0.25 eV
largest force on an atom: 6.2 eV Å⁻¹

Here are the Mulliken charges for atoms 1 to 6, given in e:
1 C 0.123
2 C 0.339
3 C -0.543
4 C -0.760
5 C 0.513
6 C 0.089

---

Molecular formula: C22H31N2O2
Method: DFT, ωB97M-V with the def2-TZVPD basis set

Element x y z (Å)
1 O 2.307 1.863 -4.320
2 H 3.199 1.540 -4.152
3 C 1.592 0.893 -5.048
4 C 1.222 -0.319 -4.183
5 C 0.308 0.135 -3.048
6 N -0.024 -0.927 -2.104
7 C 1.082 -1.260 -1.227
8 C 0.718 -2.472 -0.377
9 N -0.470 -2.156 0.441
10 C -1.585 -1.793 -0.457
11 C -1.185 -0.591 -1.304
12 H -2.012 -0.344 -1.971
13 H -1.002 0.279 -0.647
14 H -2.470 -1.554 0.135
15 H -1.800 -2.645 -1.105
16 C -0.826 -3.216 1.417
17 C -1.535 -2.620 2.632
18 H -1.760 -3.423 3.334
19 C -0.649 -1.582 3.332
20 H -1.092 -1.266 4.279
21 H 0.332 -2.019 3.549
22 O -0.383 -0.465 2.499
23 C -1.194 0.670 2.566
24 C -2.424 0.690 3.200
25 C -3.183 1.850 3.208
26 C -2.721 2.986 2.572
27 C -1.501 2.957 1.922
28 C -0.715 1.809 1.902
29 C 0.580 1.833 1.196
30 C 0.673 2.446 -0.054
31 C 1.883 2.513 -0.723
32 C 3.020 1.965 -0.151
33 C 2.941 1.358 1.092
34 C 1.733 1.292 1.762
35 H 1.688 0.847 2.744
36 H 3.828 0.946 1.549
37 H 3.966 2.022 -0.667
38 H 1.940 2.994 -1.688
39 H -0.212 2.869 -0.508
40 H -1.129 3.847 1.439
41 H -3.306 3.891 2.583
42 H -4.134 1.854 3.716
43 H -2.810 -0.185 3.701
44 H -2.481 -2.162 2.337
45 H -1.451 -3.964 0.924
46 H 0.095 -3.702 1.745
47 H -0.251 -1.307 1.025
48 H 1.551 -2.729 0.279
49 H 0.484 -3.323 -1.020
50 H 1.952 -1.512 -1.832
51 H 1.356 -0.416 -0.568
52 H 0.777 0.984 -2.532
53 H -0.627 0.484 -3.489
54 H 2.140 -0.760 -3.790
55 H 0.719 -1.066 -4.795
56 H 0.686 1.395 -5.393
57 H 2.161 0.564 -5.925

Values from the calculation:
SMILES: OCCCN1CC[NH+](CCCOc2ccccc2-c2ccccc2)CC1
E_tot: -1116.68586 hartree
HOMO energy: -11.28 eV
HOMO-LUMO gap: 9.20 eV
E_LUMO: -2.08 eV
largest force on an atom: 0.9 eV Å⁻¹
net charge: +1

Here are the Mulliken charges for atoms 1 to 6, given in e:
1 O -0.474
2 H 0.317
3 C -0.799
4 C -0.492
5 C -0.327
6 N -0.063

---

Molecular formula: C3H6N2S
Method: DFT, ωB97M-V with the def2-TZVPD basis set

Element x y z (Å)
1 C 0.016 0.740 -0.319
2 C -0.783 1.757 0.036
3 C 0.892 -1.340 -0.065
4 H -1.972 -1.525 1.144
5 H 0.647 1.157 -1.344
6 H -0.417 2.876 -0.042
7 H -1.612 1.529 0.872
8 H 1.124 -2.509 -0.409
9 H 2.029 0.055 0.362
10 N -0.280 -0.618 -0.153
11 N 2.135 -0.864 0.079
12 S -1.778 -1.257 -0.161

Values from the calculation:
SMILES: [H]/N=C\N(S)C=C
E_tot: -625.46652 hartree
HOMO energy: -9.01 eV
HOMO-LUMO gap: 9.55 eV
E_LUMO: 0.54 eV
largest force on an atom: 6.9 eV Å⁻¹

Here are the Mulliken charges for atoms 1 to 6, given in e:
1 C -0.112
2 C -0.746
3 C 0.180
4 H 0.136
5 H 0.223
6 H 0.259

---

Molecular formula: C24H19AuClIN5O5
Method: DFT, ωB97M-V with the def2-TZVPD basis set

Element x y z (Å)
1 Au 0.441 -0.320 -0.223
2 O -2.187 -2.807 1.552
3 C -1.346 -2.020 1.235
4 N -1.039 -1.590 -0.064
5 C -1.628 -2.052 -1.238
6 O -2.516 -2.849 -1.326
7 C -0.989 -1.399 -2.436
8 C -1.411 -1.705 -3.708
9 C -0.833 -1.042 -4.781
10 C 0.134 -0.084 -4.532
11 C 0.525 0.176 -3.231
12 N -0.025 -0.483 -2.203
13 C -0.453 -1.332 2.251
14 C -0.610 -1.511 3.606
15 C 0.209 -0.796 4.469
16 C 1.152 0.080 3.950
17 C 1.270 0.215 2.580
18 N 0.483 -0.494 1.768
19 H -2.187 -2.450 -3.820
20 H -1.139 -1.265 -5.793
21 H 0.597 0.473 -5.334
22 H 1.268 0.921 -2.995
23 H -1.374 -2.198 3.946
24 H 0.108 -0.916 5.539
25 H 1.795 0.662 4.595
26 H 1.988 0.870 2.110
27 I -4.551 3.877 1.316
28 C -2.734 3.182 0.659
29 C -1.882 3.779 -0.244
30 N -0.814 2.973 -0.358
31 N -0.912 1.882 0.417
32 C -2.080 2.004 1.040
33 H -1.963 4.705 -0.787
34 H 0.026 3.068 -0.920
35 H -2.414 1.253 1.740
36 C 5.006 1.216 1.632
37 C 5.740 0.183 0.805
38 C 6.683 -0.591 1.490
39 C 7.391 -1.604 0.880
40 Cl 8.544 -2.524 1.797
41 C 7.177 -1.895 -0.457
42 C 6.263 -1.135 -1.156
43 C 5.557 -0.100 -0.550
44 O 4.720 0.532 -1.455
45 C 4.090 1.764 -1.228
46 C 2.594 1.587 -1.009
47 O 1.789 2.363 -1.505
48 O 2.276 0.526 -0.320
49 H 5.075 0.938 2.684
50 H 3.952 1.271 1.375
51 H 5.442 2.213 1.542
52 H 6.853 -0.393 2.541
53 H 7.719 -2.696 -0.940
54 H 6.081 -1.323 -2.206
55 H 4.203 2.367 -2.128
56 H 4.517 2.322 -0.397

Values from the calculation:
E_tot: -2469.31223 hartree
HOMO energy: -10.58 eV
HOMO-LUMO gap: 6.34 eV
E_LUMO: -4.24 eV
largest force on an atom: 0.8 eV Å⁻¹
net charge: +1

Here are the Mulliken charges for atoms 1 to 6, given in e:
1 Au 1.190
2 O -0.559
3 C 0.127
4 N -0.141
5 C 0.254
6 O -0.572

---

Molecular formula: C5H8N2O
Method: DFT, ωB97M-V with the def2-TZVPD basis set

Element x y z (Å)
1 C 2.131 -1.200 0.365
2 C -0.049 0.721 0.074
3 C -0.780 -0.407 -0.216
4 C -1.966 -1.091 0.572
5 C -2.258 -0.215 -0.700
6 H 1.774 -1.225 1.748
7 H 2.571 -2.111 0.097
8 H 1.569 1.780 -0.599
9 H 0.037 -1.128 -0.723
10 H -2.370 -2.094 0.398
11 H -2.091 -0.525 1.419
12 H -2.627 -0.692 -1.550
13 H -2.630 0.861 -0.800
14 N 2.251 -0.213 -0.538
15 N 1.311 0.765 -0.252
16 O -0.454 1.803 0.621

Values from the calculation:
E_tot: -379.87380 hartree
HOMO energy: -8.94 eV
HOMO-LUMO gap: 9.19 eV
E_LUMO: 0.26 eV
largest force on an atom: 7.5 eV Å⁻¹

Here are the Mulliken charges for atoms 1 to 6, given in e:
1 C -0.388
2 C 0.264
3 C 0.185
4 C -0.612
5 C -0.625
6 H 0.214

---

Molecular formula: C8H13BO3
Method: DFT, ωB97M-V with the def2-TZVPD basis set

Element x y z (Å)
1 B 0.053 2.082 -1.254
2 C 0.444 0.121 2.357
3 C -0.924 0.430 2.088
4 C 1.162 -0.607 1.487
5 C -1.524 -0.005 0.946
6 C 0.572 -1.198 0.252
7 C -0.830 -0.765 -0.022
8 C 1.528 -1.036 -0.942
9 C -1.615 -1.513 -1.041
10 O 0.837 2.342 -0.120
11 O 0.170 3.043 -2.243
12 O -0.721 1.037 -1.437
13 H 0.894 0.503 3.261
14 H -1.469 1.030 2.800
15 H 2.208 -0.814 1.661
16 H -2.547 0.261 0.731
17 H 0.498 -2.287 0.429
18 H 1.652 0.018 -1.167
19 H 1.126 -1.521 -1.825
20 H 2.495 -1.476 -0.707
21 H -2.252 -2.248 -0.544
22 H -0.974 -2.024 -1.751
23 H -2.256 -0.821 -1.587
24 H 0.717 1.704 0.580
25 H 0.754 3.742 -1.951

Values from the calculation:
E_tot: -563.26341 hartree
HOMO energy (spin up / spin down): -8.56 / -8.55 eV
HOMO-LUMO gap (spin up / spin down): 7.26 / 7.26 eV
E_LUMO (spin up / spin down): -1.30 / -1.30 eV
largest force on an atom: 2.3 eV Å⁻¹

Here are the Mulliken charges for atoms 1 to 6, given in e:
1 B 0.711
2 C -0.611
3 C -0.294
4 C -0.804
5 C -0.604
6 C 0.720

---

Molecular formula: C10H21ClN
Method: DFT, ωB97M-V with the def2-TZVPD basis set

Element x y z (Å)
1 C -1.651 -0.443 -1.573
2 C 2.240 -0.523 -0.542
3 C -2.066 -0.638 -0.324
4 C 2.028 1.574 0.894
5 C 3.460 0.266 -0.825
6 C -2.834 1.167 1.118
7 C -4.613 0.157 -0.590
8 C 2.403 -2.682 0.160
9 C 2.205 1.018 -0.512
10 C -3.354 -0.154 0.411
11 N 1.896 -1.457 0.558
12 Cl -1.113 -1.548 0.756
13 H -2.283 0.077 -2.359
14 H -0.657 -0.737 -2.017
15 H 2.725 1.072 1.580
16 H 1.083 1.203 1.227
17 H 2.084 2.647 1.003
18 H 4.036 0.238 -1.756
19 H 1.959 -0.879 -1.507
20 H 4.079 0.316 0.036
21 H -3.532 1.639 1.775
22 H -2.267 1.801 0.391
23 H -2.122 0.789 1.714
24 H -4.323 0.940 -1.282
25 H -5.269 0.845 0.075
26 H -5.003 -0.719 -1.013
27 H 3.392 -2.588 -0.183
28 H 2.490 -3.345 1.011
29 H 1.774 -3.153 -0.567
30 H 1.741 1.550 -1.373
31 H -3.763 -0.876 1.111
32 H 2.457 -1.062 1.387
33 H 0.799 -1.455 0.829

Values from the calculation:
E_tot: -908.20360 hartree
HOMO energy: -12.92 eV
HOMO-LUMO gap: 10.18 eV
E_LUMO: -2.73 eV
largest force on an atom: 5.1 eV Å⁻¹
net charge: +1

Here are the Mulliken charges for atoms 1 to 6, given in e:
1 C -0.673
2 C -0.823
3 C 0.540
4 C -1.376
5 C -0.706
6 C -1.258

---

Sequential relative energy (zero: lowest compared OMol25 entry of this formula, charge and spin) output: 0.84, 181.23, 23.64, 97.55, 6.84, 134.52, 10.89, 26.30 kcal/mol